A:
The following is a DFT calculation (ωB97M-V/def2-TZVPD) of an isolated ion of composition C4H9NOS and charge +1.

```
! RIJCOSX wB97M-V def2-TZVPD def2/J DEFGRID3
* xyz 1 2
O -0.33189 0.69039 -1.60771
C -1.09438 0.43000 -0.71710
N -0.62311 0.36843 0.63058
C 0.85569 0.52589 0.78005
C 1.69443 -0.38498 -0.04276
S 2.30855 -1.77677 0.95359
C -2.50443 0.02173 -0.92021
H -1.27191 0.20501 1.37477
H 1.16395 1.56798 0.74162
H 1.17949 0.25288 1.80930
H 2.67326 0.04267 -0.31128
H 1.24989 -0.88345 -0.89019
H 3.40625 -1.14901 1.38806
H -3.00855 -0.52965 -0.15855
H -3.12779 0.91533 -0.94312
H -2.56946 -0.29643 -2.08703
*
```

lowest unoccupied orbital energy (spin up / spin down) = -3.82 / -9.11 eV
HOMO energy (spin up / spin down) = -14.2 / -14.0 eV
molar mass = 119.19 g mol⁻¹
Kohn-Sham gap (spin up / spin down) = 10.4 / 4.9 eV

In the Mulliken picture, each atom carries the following charge in e: atom 1 (O): -0.541, atom 2 (C): 0.653, atom 3 (N): -0.160, atom 4 (C): -0.590, atom 5 (C): -0.511, atom 6 (S): 0.178, atom 7 (C): -1.075, atom 8 (H): 0.235, atom 9 (H): 0.318, atom 10 (H): 0.463, atom 11 (H): 0.371, atom 12 (H): 0.397, atom 13 (H): 0.276, atom 14 (H): 0.371, atom 15 (H): 0.326, atom 16 (H): 0.289

B:
The following is a DFT calculation (ωB97M-V/def2-TZVPD) of an isolated ion of composition C4H9NOS and charge +1.

```
! RIJCOSX wB97M-V def2-TZVPD def2/J DEFGRID3
* xyz 1 2
C -0.11834 -1.01346 0.30472
N -1.17038 -0.43517 -0.51016
C -1.13390 -0.44813 -1.89386
O -1.78423 0.27953 -2.57388
C 1.11742 -0.16849 0.53655
C 0.80013 1.07729 1.37854
S 0.34920 2.42987 0.27909
H 0.21050 -1.95182 -0.16315
H -0.60940 -1.44001 1.18344
H -2.09310 -0.26874 -0.12894
H -0.46495 -1.24340 -2.27191
H 1.64365 0.12836 -0.38333
H 1.90842 -0.83576 0.89785
H 1.70886 1.37724 1.90525
H -0.02391 0.83031 2.04990
H -0.33997 1.68237 -0.61010
*
```

lowest unoccupied orbital energy (spin up / spin down) = -3.73 / -9.09 eV
HOMO energy (spin up / spin down) = -14.1 / -14.0 eV
molar mass = 119.19 g mol⁻¹
Kohn-Sham gap (spin up / spin down) = 10.3 / 4.9 eV

In the Mulliken picture, each atom carries the following charge in e: atom 1 (C): -0.777, atom 2 (N): -0.216, atom 3 (C): 0.052, atom 4 (O): -0.457, atom 5 (C): -0.763, atom 6 (C): -0.454, atom 7 (S): 0.269, atom 8 (H): 0.392, atom 9 (H): 0.462, atom 10 (H): 0.250, atom 11 (H): 0.369, atom 12 (H): 0.411, atom 13 (H): 0.380, atom 14 (H): 0.378, atom 15 (H): 0.426, atom 16 (H): 0.280

Stability check: which of them is least stable? A.

A:
The following is a DFT calculation (ωB97M-V/def2-TZVPD) of an isolated molecule of C4H8O2.

```
! RIJCOSX wB97M-V def2-TZVPD def2/J DEFGRID3
* xyz 0 1
C -1.18632 -0.82754 0.34394
C 0.12338 -0.19874 -0.05364
C 0.03253 1.29582 -0.24481
O -0.48405 1.80545 0.96813
C 1.20427 -0.87384 -0.75070
O 1.28741 -0.56490 0.66942
H -0.96338 -1.82271 0.70024
H -1.69244 -0.25921 1.14597
H -1.83531 -0.84702 -0.52619
H 1.04625 1.71587 -0.51646
H -0.72664 1.45236 -1.07507
H 0.07753 1.44582 1.67948
H 1.94677 -0.36045 -1.40656
H 1.17000 -1.96092 -0.93376
*
```

lowest unoccupied orbital energy = 0.94 eV
HOMO energy = -10.1 eV
molar mass = 88.11 g mol⁻¹
Kohn-Sham gap = 11.1 eV

In the Mulliken picture, each atom carries the following charge in e: atom 1 (C): -1.320, atom 2 (C): 1.099, atom 3 (C): -0.515, atom 4 (O): -0.506, atom 5 (C): -0.690, atom 6 (O): -0.484, atom 7 (H): 0.417, atom 8 (H): 0.268, atom 9 (H): 0.305, atom 10 (H): 0.316, atom 11 (H): 0.273, atom 12 (H): 0.339, atom 13 (H): 0.237, atom 14 (H): 0.261

B:
The following is a DFT calculation (ωB97M-V/def2-TZVPD) of an isolated molecule of C4H8O2.

```
! RIJCOSX wB97M-V def2-TZVPD def2/J DEFGRID3
* xyz 0 1
C -0.32619 -0.91199 -1.01560
C 0.88612 -0.00198 -1.03239
O 1.36631 0.39716 0.21667
C 0.31499 0.90877 1.01006
C -0.84109 -0.07769 1.12758
O -1.33688 -0.44364 -0.14620
H -0.61938 -0.62947 -2.02358
H -0.16137 -1.99988 -0.88128
H 1.70610 -0.49101 -1.57057
H 0.50538 0.86706 -1.63858
H 0.75540 1.10678 1.99005
H -0.05264 1.85339 0.57531
H -0.53012 -0.96534 1.70229
H -1.67831 0.39658 1.65132
*
```

lowest unoccupied orbital energy = 1.06 eV
HOMO energy = -9.4 eV
molar mass = 88.11 g mol⁻¹
Kohn-Sham gap = 10.5 eV

In the Mulliken picture, each atom carries the following charge in e: atom 1 (C): -0.364, atom 2 (C): -0.549, atom 3 (O): -0.333, atom 4 (C): -0.445, atom 5 (C): -0.404, atom 6 (O): -0.343, atom 7 (H): 0.259, atom 8 (H): 0.331, atom 9 (H): 0.299, atom 10 (H): 0.330, atom 11 (H): 0.300, atom 12 (H): 0.319, atom 13 (H): 0.305, atom 14 (H): 0.294

Stability check: which of them is least stable? A.

A:
The following is a DFT calculation (ωB97M-V/def2-TZVPD) of an isolated molecule of C4H8O2.

```
! RIJCOSX wB97M-V def2-TZVPD def2/J DEFGRID3
* xyz 0 1
C -1.10409 0.74697 1.66744
C -0.58984 0.16664 0.55390
O -1.04000 -1.11093 0.45106
C 0.33553 0.69354 -0.50353
C 1.28790 -0.36806 -1.08659
O 0.61865 -1.32340 -1.87241
H -1.26426 1.79910 1.79348
H -1.02279 0.14272 2.57296
H -1.75238 -0.87429 1.13066
H -0.25578 1.10331 -1.32736
H 0.91803 1.50909 -0.06011
H 1.87188 -0.84244 -0.28143
H 2.00436 0.13170 -1.74907
H -0.00722 -1.77393 -1.28901
*
```

lowest unoccupied orbital energy = 0.80 eV
HOMO energy = -8.7 eV
molar mass = 88.11 g mol⁻¹
Kohn-Sham gap = 9.6 eV

In the Mulliken picture, each atom carries the following charge in e: atom 1 (C): -1.283, atom 2 (C): 0.721, atom 3 (O): -0.550, atom 4 (C): -0.344, atom 5 (C): -0.494, atom 6 (O): -0.522, atom 7 (H): 0.268, atom 8 (H): 0.315, atom 9 (H): 0.384, atom 10 (H): 0.232, atom 11 (H): 0.292, atom 12 (H): 0.299, atom 13 (H): 0.322, atom 14 (H): 0.360

B:
The following is a DFT calculation (ωB97M-V/def2-TZVPD) of an isolated molecule of C4H8O2.

```
! RIJCOSX wB97M-V def2-TZVPD def2/J DEFGRID3
* xyz 0 1
C 1.00002 -0.76811 -1.31178
C -0.09661 -0.20553 -0.42063
O -0.81958 -1.26150 0.19197
C 0.51805 0.61292 0.70494
C -1.61439 1.34643 1.25153
O -0.45245 0.98544 1.70834
H 0.55906 -1.34661 -2.12975
H 1.62242 0.02594 -1.73970
H 1.63391 -1.43827 -0.72115
H -0.77514 0.44372 -0.98479
H -1.62709 -1.40747 -0.31097
H 0.99265 1.52193 0.32547
H 1.25695 0.01748 1.24439
H -2.19780 1.47363 2.19214
*
```

lowest unoccupied orbital energy = 0.88 eV
HOMO energy = -8.5 eV
molar mass = 88.11 g mol⁻¹
Kohn-Sham gap = 9.4 eV

In the Mulliken picture, each atom carries the following charge in e: atom 1 (C): -1.320, atom 2 (C): 0.313, atom 3 (O): -0.560, atom 4 (C): -0.588, atom 5 (C): -0.296, atom 6 (O): -0.206, atom 7 (H): 0.322, atom 8 (H): 0.352, atom 9 (H): 0.348, atom 10 (H): 0.444, atom 11 (H): 0.350, atom 12 (H): 0.330, atom 13 (H): 0.337, atom 14 (H): 0.174

Stability check: which of them is least stable? B.

A:
The following is a DFT calculation (ωB97M-V/def2-TZVPD) of C4H8O2 as an isolated structure.

```
! RIJCOSX wB97M-V def2-TZVPD def2/J DEFGRID3
* xyz 0 1
C 1.20587 1.78588 -0.03200
C 0.22365 0.89808 -0.70678
C -1.48668 -0.77114 0.35449
O -1.70502 -2.12828 0.44388
C 0.68806 -0.50654 -0.72420
O -0.07902 -0.51276 0.50664
H 0.72439 2.58789 0.53024
H 1.69459 2.27047 -0.89066
H 1.99370 1.32483 0.58399
H -1.89153 -0.44241 -0.60412
H -1.96925 -0.21301 1.16592
H -1.41485 -2.37237 1.32997
H 1.73563 -0.73105 -0.48511
H 0.28047 -1.18960 -1.47225
*
```

lowest unoccupied orbital energy = 0.79 eV
HOMO energy = -8.1 eV
molar mass = 88.11 g mol⁻¹
Kohn-Sham gap = 8.9 eV

In the Mulliken picture, each atom carries the following charge in e: atom 1 (C): -0.954, atom 2 (C): -0.026, atom 3 (C): -0.261, atom 4 (O): -0.496, atom 5 (C): -0.343, atom 6 (O): -0.244, atom 7 (H): 0.294, atom 8 (H): 0.331, atom 9 (H): 0.277, atom 10 (H): 0.354, atom 11 (H): 0.295, atom 12 (H): 0.321, atom 13 (H): 0.228, atom 14 (H): 0.225

B:
The following is a DFT calculation (ωB97M-V/def2-TZVPD) of a 2-piece molecular cluster, C4H8O2 overall.

```
! RIJCOSX wB97M-V def2-TZVPD def2/J DEFGRID3
* xyz 0 1
C 1.80193 -0.05647 -0.07683
C 0.70323 -0.80893 -0.00684
O 0.56249 -2.04481 -0.56834
C -0.57195 -0.39860 0.67400
C -1.66717 -0.13235 -0.33861
O -2.36656 0.85263 -0.32877
H 1.82007 0.93070 0.36983
H 2.70239 -0.40091 -0.57889
H 1.36505 -2.25528 -1.06660
H -0.90283 -1.22939 1.31326
H -0.43324 0.49223 1.28944
H -1.79314 -0.91418 -1.11370
H -0.33301 3.22054 0.28924
H -0.88727 2.74482 0.14280
*
```

lowest unoccupied orbital energy = 0.70 eV
HOMO energy = -9.2 eV
molar mass = 88.11 g mol⁻¹
Kohn-Sham gap = 9.9 eV

In the Mulliken picture, each atom carries the following charge in e: atom 1 (C): -0.968, atom 2 (C): 0.676, atom 3 (O): -0.485, atom 4 (C): -0.551, atom 5 (C): 0.056, atom 6 (O): -0.461, atom 7 (H): 0.245, atom 8 (H): 0.242, atom 9 (H): 0.315, atom 10 (H): 0.300, atom 11 (H): 0.291, atom 12 (H): 0.349, atom 13 (H): 0.182, atom 14 (H): -0.193

Stability check: which of them is least stable? A.